# 1
ORCA calculation (ωB97M-V/def2-TZVPD) on C4H4BrF3 as an isolated structure.

```
12
Properties=species:S:1:pos:R:3:forces:R:3:nbo_charge:R:1
C 0.62266 0.85410 0.50988 0.5582 0.2449 -0.3153 -0.44
C -0.63355 1.10336 1.02633 -1.5290 2.0676 -1.5095 0.22
C 0.81460 0.51028 -0.81349 -0.5081 0.4969 1.5651 0.23
C -1.03982 -2.21233 0.01176 0.8345 -0.7797 0.5559 0.04
F -0.71554 1.52392 2.30218 -0.1022 -0.0576 0.0723 -0.34
F -0.19850 0.82694 -1.65176 0.5833 -0.6289 -0.3962 -0.34
F 0.19032 -2.77442 0.23170 -0.5973 0.0823 -0.5294 -0.36
Br -1.44763 -1.18703 1.53142 -1.1052 -1.9580 -0.1241 0.16
H 1.50245 0.91684 1.18496 -0.8208 -0.4941 -0.4286 0.24
H -1.63897 1.28548 0.43306 2.5582 -0.3725 1.2363 0.21
H 1.71791 0.01778 -1.14250 -0.2507 0.2511 -0.7958 0.18
H -1.73407 -2.97441 -0.43741 0.3791 1.1479 0.6692 0.19
```
Positions in Å, forces in eV/Å.

HOMO (spin up / spin down): -8.8 / -7.2 eV
ΔE to the lowest compared entry with this formula, charge and spin: 100.2 kcal per mole
DFT total energy: -3028.23293 Ha
frontier orbital gap (spin up / spin down): 8.82 / 6.68 eV

# 2
ORCA calculation (ωB97M-V/def2-TZVPD) on an isolated ion of composition C10H18BrFN2O and charge +2.

```
33
Properties=species:S:1:pos:R:3:forces:R:3:nbo_charge:R:1
C -0.40305 2.66631 2.13825 1.1704 0.5513 1.0519 -0.36
C 0.11244 1.46572 1.46256 -1.4844 -0.7785 0.4705 -0.30
C -1.58160 3.23853 2.11807 -1.3774 -2.6737 -1.7472 -0.06
C -0.50700 0.82722 0.44978 1.8570 0.3851 0.7790 0.50
C -2.79500 1.67443 0.54227 0.6545 1.4075 1.4070 0.31
C -1.08817 2.80734 -0.82420 0.1067 0.8544 -1.6927 -0.43
C -1.99720 0.62696 -1.43912 -3.7203 -0.7436 0.2606 -0.43
C 1.35945 -2.28945 -0.43165 1.0138 2.0972 -1.9820 -0.45
C 2.67051 -2.95354 -0.05564 -0.4749 -1.8669 -0.2392 -0.19
C 1.00934 -1.04294 0.46921 -3.6135 -3.6529 -0.0608 -0.05
N -1.55720 1.48926 -0.32005 -1.0049 -2.0660 -0.8414 -0.33
N 2.92850 -4.18244 -1.00220 0.1182 0.9522 2.9883 -0.65
O -0.07924 -0.29952 -0.16346 0.2882 -0.8402 0.3493 -0.50
F -3.62285 2.40707 -0.23135 -0.0243 -0.2305 0.6024 -0.33
Br -2.69112 4.53080 2.62576 0.1272 0.2470 0.2113 0.38
H 0.38062 3.08061 2.80446 -0.6343 0.2000 -0.2677 0.27
H 0.89244 0.96922 2.04878 -0.1963 0.1862 -0.5757 0.25
H -3.29602 0.69809 0.85669 0.9846 1.2830 -0.3002 0.21
H -1.60057 3.06609 -1.84755 0.5936 -0.3665 2.3967 0.26
H -1.40050 3.41846 0.07247 1.1254 0.3571 -1.9214 0.26
H 0.00978 2.66810 -1.08696 -1.3504 0.6381 0.7970 0.24
H -1.31318 0.19134 -2.02624 3.4477 -1.0666 -1.5815 0.24
H -2.61022 -0.24689 -1.11631 0.4192 0.8350 0.3678 0.24
H -2.61079 1.13681 -2.16703 -0.3637 0.7949 0.4556 0.25
H 0.67494 -3.15152 -0.32367 -0.6647 1.1918 -0.4822 0.24
H 1.47328 -1.78171 -1.50170 -0.5477 -1.7516 1.7806 0.24
H 2.61554 -3.48160 0.89323 0.2679 0.7823 0.4698 0.24
H 3.54904 -2.38736 -0.25020 0.6984 0.6939 0.5495 0.23
H 1.70479 -0.35078 0.72314 2.8396 1.5477 0.3506 0.20
H 0.64901 -1.58136 1.37622 -0.0937 1.1424 -0.0451 0.20
H 3.75709 -4.69579 -0.74746 0.1669 -0.7423 0.7174 0.45
H 3.19718 -3.76333 -1.79465 1.1779 1.9281 -4.4127 0.42
H 2.16978 -4.75415 -1.25147 -1.5066 -1.2961 0.1444 0.44
```
Positions in Å, forces in eV/Å.

HOMO (spin up / spin down): -14.7 / -14.4 eV
ΔE to the lowest compared entry with this formula, charge and spin: 96.4 kcal per mole
total charge: +2
DFT total energy: -3249.61062 Ha
frontier orbital gap (spin up / spin down): 8.51 / 8.11 eV

- Number 1 is which compound?
  C4H4BrF3